{
  "formula": "C51H111F4N9O8S4",
  "method": "the ωB97M-V functional and the def2-TZVPD basis",
  "species": ["C", "C", "C", "C", "N", "C", "C", "C", "C", "C", "H", "H", "H", "H", "H", "H", "H", "H", "H", "H", "H", "H", "H", "H", "H", "H", "H", "H", "H", "H", "C", "C", "C", "C", "N", "C", "C", "C", "C", "C", "H", "H", "H", "H", "H", "H", "H", "H", "H", "H", "H", "H", "H", "H", "H", "H", "H", "H", "H", "H", "C", "C", "C", "C", "N", "C", "C", "C", "C", "C", "H", "H", "H", "H", "H", "H", "H", "H", "H", "H", "H", "H", "H", "H", "H", "H", "H", "H", "H", "H", "C", "C", "C", "C", "N", "C", "C", "C", "C", "C", "H", "H", "H", "H", "H", "H", "H", "H", "H", "H", "H", "H", "H", "H", "H", "H", "H", "H", "H", "H", "C", "C", "C", "C", "N", "C", "C", "C", "C", "C", "H", "H", "H", "H", "H", "H", "H", "H", "H", "H", "H", "H", "H", "H", "H", "H", "H", "H", "H", "H", "C", "C", "N", "C", "C", "N", "C", "C", "H", "H", "H", "H", "H", "H", "H", "H", "H", "H", "H", "N", "S", "O", "O", "F", "S", "O", "O", "F", "N", "S", "O", "O", "F", "S", "O", "O", "F"],
  "xyz": [[-11.44, 17.02, -4.90], [-12.91, 16.71, -4.72], [-13.33, 16.36, -3.26], [-12.94, 14.91, -2.87], [-13.38, 14.38, -1.46], [-14.90, 14.47, -1.28], [-15.26, 13.39, -0.28], [-14.06, 12.46, -0.15], [-13.15, 12.84, -1.32], [-12.66, 15.27, -0.39], [-11.16, 17.92, -4.36], [-11.22, 17.27, -5.93], [-10.72, 16.25, -4.61], [-13.40, 16.03, -5.42], [-13.48, 17.59, -5.02], [-14.41, 16.41, -3.14], [-12.92, 17.10, -2.57], [-11.87, 14.70, -2.84], [-13.41, 14.27, -3.62], [-15.11, 15.51, -1.03], [-15.39, 14.36, -2.25], [-15.60, 13.81, 0.67], [-16.07, 12.78, -0.68], [-13.52, 12.54, 0.80], [-14.35, 11.41, -0.22], [-12.09, 12.67, -1.13], [-13.42, 12.31, -2.24], [-11.59, 15.30, -0.59], [-12.89, 14.95, 0.63], [-13.02, 16.29, -0.52], [-8.17, 16.04, -2.57], [-7.84, 17.54, -2.74], [-7.12, 18.13, -1.48], [-7.00, 19.70, -1.55], [-6.75, 20.35, -0.15], [-6.26, 21.77, -0.32], [-5.43, 22.13, 0.92], [-4.82, 20.79, 1.42], [-5.47, 19.72, 0.51], [-7.96, 20.25, 0.87], [-9.02, 15.88, -1.91], [-7.30, 15.45, -2.30], [-8.50, 15.73, -3.57], [-8.77, 18.09, -2.85], [-7.23, 17.85, -3.59], [-6.15, 17.64, -1.47], [-7.64, 17.75, -0.60], [-7.80, 20.41, -1.75], [-6.25, 19.85, -2.33], [-7.13, 22.41, -0.37], [-5.71, 21.79, -1.26], [-6.10, 22.56, 1.67], [-4.79, 23.01, 0.84], [-5.00, 20.56, 2.47], [-3.75, 20.74, 1.26], [-5.76, 18.83, 1.07], [-4.84, 19.44, -0.33], [-8.32, 19.24, 1.10], [-8.86, 20.75, 0.50], [-7.70, 20.76, 1.79], [-8.14, 18.51, -5.97], [-7.94, 17.24, -6.85], [-7.37, 17.68, -8.23], [-7.30, 16.59, -9.33], [-6.66, 17.19, -10.66], [-6.56, 16.01, -11.63], [-5.46, 16.39, -12.71], [-4.54, 17.36, -11.93], [-5.14, 17.45, -10.52], [-7.47, 18.38, -11.33], [-8.72, 19.20, -6.58], [-7.24, 18.92, -5.51], [-8.86, 18.27, -5.19], [-8.79, 16.58, -6.99], [-7.19, 16.64, -6.33], [-6.34, 18.03, -8.11], [-8.00, 18.49, -8.60], [-8.24, 16.13, -9.60], [-6.59, 15.84, -8.98], [-7.51, 15.60, -11.96], [-6.11, 15.22, -11.02], [-5.92, 16.95, -13.53], [-4.90, 15.53, -13.07], [-4.58, 18.34, -12.40], [-3.52, 16.98, -11.88], [-5.08, 18.44, -10.06], [-4.74, 16.80, -9.74], [-7.31, 19.24, -10.68], [-8.48, 18.03, -11.53], [-6.94, 18.66, -12.24], [-9.56, 27.55, -1.56], [-8.45, 26.90, -2.35], [-8.73, 26.70, -3.81], [-7.71, 25.72, -4.44], [-8.01, 25.42, -5.98], [-9.29, 24.61, -6.16], [-8.73, 23.10, -5.99], [-7.27, 23.21, -6.47], [-6.86, 24.64, -6.65], [-8.05, 26.79, -6.72], [-9.66, 28.53, -2.03], [-9.17, 27.81, -0.57], [-10.53, 27.05, -1.58], [-8.31, 25.96, -1.82], [-7.51, 27.43, -2.21], [-8.66, 27.66, -4.33], [-9.79, 26.55, -4.01], [-7.88, 24.79, -3.90], [-6.66, 25.93, -4.20], [-9.66, 24.77, -7.18], [-10.05, 24.72, -5.39], [-9.30, 22.50, -6.71], [-8.89, 22.65, -5.01], [-7.23, 22.80, -7.48], [-6.62, 22.78, -5.72], [-6.85, 24.91, -7.71], [-5.91, 24.95, -6.23], [-8.26, 26.55, -7.76], [-7.14, 27.37, -6.55], [-8.91, 27.33, -6.32], [-13.23, 25.24, -0.51], [-13.68, 23.93, -1.07], [-15.15, 23.87, -1.23], [-15.63, 22.52, -1.70], [-17.21, 22.51, -1.82], [-17.66, 21.05, -2.19], [-18.91, 20.66, -1.40], [-19.20, 21.89, -0.54], [-17.96, 22.65, -0.48], [-17.71, 23.44, -2.93], [-13.51, 25.17, 0.54], [-13.61, 26.19, -0.90], [-12.16, 25.43, -0.56], [-13.37, 23.10, -0.44], [-13.24, 23.75, -2.05], [-15.51, 24.62, -1.93], [-15.61, 24.07, -0.26], [-15.37, 21.76, -0.96], [-15.34, 22.27, -2.72], [-17.87, 21.00, -3.26], [-16.81, 20.39, -1.98], [-19.72, 20.31, -2.05], [-18.71, 19.84, -0.72], [-19.83, 22.60, -1.07], [-19.68, 21.70, 0.42], [-18.10, 23.70, -0.22], [-17.37, 22.04, 0.21], [-17.58, 24.45, -2.54], [-18.75, 23.15, -3.04], [-17.13, 23.28, -3.84], [-12.62, 17.26, 4.79], [-11.44, 18.20, 4.70], [-11.53, 19.15, 3.53], [-11.64, 18.73, 2.19], [-11.55, 19.82, 1.37], [-11.47, 20.98, 2.20], [-11.40, 20.54, 3.53], [-11.33, 22.33, 1.78], [-12.63, 16.73, 5.73], [-12.40, 16.52, 4.02], [-13.58, 17.75, 4.61], [-10.56, 17.60, 4.48], [-11.26, 18.73, 5.64], [-11.75, 17.68, 1.94], [-11.54, 19.98, 0.30], [-11.30, 21.13, 4.43], [-10.40, 22.33, 1.20], [-11.30, 22.89, 2.71], [-12.26, 22.40, 1.22], [-10.57, 21.54, -1.56], [-9.97, 22.68, -2.24], [-10.75, 23.45, -3.24], [-8.53, 22.63, -2.37], [-10.04, 23.65, -0.97], [-10.95, 20.60, -2.89], [-9.95, 20.49, -3.95], [-12.35, 20.62, -3.28], [-10.79, 19.15, -2.11], [-8.33, 26.41, 2.51], [-7.63, 25.54, 3.79], [-6.37, 24.86, 3.54], [-8.57, 24.99, 4.78], [-7.08, 26.72, 4.66], [-8.35, 25.27, 1.48], [-8.76, 23.93, 1.93], [-7.28, 25.38, 0.54], [-9.69, 25.71, 0.76]],
  "charge": 4,
  "total_energy_ev": -138650.4746,
  "multiplicity": 1,
  "e_lumo_ev": -7.41,
  "e_homo_ev": -14.39
}